No. 1
Density functional theory data (ωB97M-V/def2-TZVPD) for C7H9NO in the gas phase in a non-equilibrium geometry.

Each line ends with the Löwdin charge.
Cartesian coordinates (Å):
C  1.46  -1.26  0.81  -0.04
C  1.02  -0.72  -1.60  -0.29
C  -0.57  0.17  0.31  -0.42
C  -1.90  -0.34  0.95  -0.09
C  -1.82  0.10  -0.47  -0.14
C  -0.54  1.62  0.89  -0.07
C  -0.62  2.72  1.49  0.08
H  2.08  -0.45  1.46  0.12
H  0.87  -2.03  1.28  0.07
H  2.40  -1.45  0.01  0.13
H  0.30  -0.15  -2.33  0.16
H  -1.92  -1.43  1.30  0.12
H  -2.34  0.55  1.71  0.17
H  -2.43  0.95  -0.59  0.09
H  -1.68  -0.80  -1.23  0.15
H  -0.38  3.81  1.71  0.05
N  0.58  -0.58  -0.23  -0.09
O  2.10  -1.10  -1.99  0.02

E_LUMO, eV: 0.85
SMILES string: C#CC1(N(C)C=O)CC1
Largest force on an atom, hartree/bohr: 0.1145
Energy relative to the best compared isomer or geometry (same formula, charge and spin), eV: 6.327


No. 2
Density functional theory data (ωB97M-V/def2-TZVPD) for 2 unconnected molecules or ions with the total composition C4H14N2O in a non-equilibrium geometry.

Each line ends with the Löwdin charge.
Cartesian coordinates (Å):
C  0.98  -0.23  -1.07  -0.26
C  1.87  -0.57  0.07  -0.24
C  1.93  0.55  1.22  -0.30
N  0.85  0.85  2.14  0.00
C  -0.52  0.07  -0.90  -0.25
N  -1.41  -0.07  -2.21  -0.01
H  1.48  0.84  -1.17  0.13
H  1.09  -0.82  -1.97  0.10
H  1.55  -1.55  0.64  0.13
H  2.86  -0.73  -0.46  0.12
H  2.82  0.25  1.71  0.08
H  2.08  1.34  0.51  0.08
H  1.14  1.68  2.70  0.08
H  1.00  0.08  2.79  0.07
H  -0.70  1.02  -0.41  0.09
H  -0.78  -0.67  -0.12  0.09
H  -2.46  0.00  -1.89  0.08
H  -1.32  -0.98  -2.55  0.00
H  -3.47  -0.58  0.64  0.05
H  -4.52  0.13  -0.12  0.00
O  -4.44  -0.62  0.44  -0.06

E_LUMO, eV: 0.85
SMILES string: NCCCCN.O
Largest force on an atom, hartree/bohr: 0.0917
Energy relative to the best compared isomer or geometry (same formula, charge and spin), eV: 2.961


No. 3
Density functional theory data (ωB97M-V/def2-TZVPD) for 2 unconnected molecules or ions with the total composition C8H12N4O2 in a non-equilibrium geometry.

Each line ends with the Löwdin charge.
Cartesian coordinates (Å):
C  -0.62  1.90  0.28  -0.22
C  1.95  0.41  -1.01  -0.18
C  -2.61  0.75  0.70  0.01
C  -1.64  0.73  -1.70  -0.04
C  2.58  -1.55  0.19  0.01
C  2.04  0.42  1.45  -0.06
C  -1.34  0.75  -0.22  -0.53
C  2.17  -0.28  0.21  -0.42
N  0.04  2.78  0.60  0.21
N  1.76  0.86  -2.06  0.20
N  -0.50  -0.44  0.04  0.12
N  -0.96  -1.54  -0.25  -0.38
O  -2.04  -1.87  -0.54  0.11
O  -0.03  -2.56  -0.04  0.07
H  -3.10  1.71  0.56  0.11
H  -3.18  -0.06  0.50  0.03
H  -2.08  0.61  1.65  0.10
H  -2.66  0.16  -1.73  0.11
H  -0.87  0.14  -2.34  0.11
H  -1.77  1.80  -2.07  0.11
H  2.85  -2.13  1.12  0.11
H  0.93  -2.31  0.04  0.06
H  2.93  -2.11  -0.70  0.10
H  1.04  0.87  1.50  0.05
H  2.83  1.19  1.52  0.11
H  2.29  -0.23  2.29  0.10

E_LUMO, eV: -0.14
SMILES string: CC(C)(C#N)/N=[N+](\[O-])O.C=C(C)C#N
Largest force on an atom, hartree/bohr: 0.0726
Energy relative to the best compared isomer or geometry (same formula, charge and spin), eV: 5.501


No. 4
Density functional theory data (ωB97M-V/def2-TZVPD) for 26 unconnected molecules or ions with the total composition C9H68NO26 in a non-equilibrium geometry.

Each line ends with the Löwdin charge.
Cartesian coordinates (Å):
C  -1.45  -0.54  -0.79  -0.08
C  -0.34  0.34  -0.35  -0.45
C  -0.72  0.89  1.15  -0.13
C  0.49  1.43  1.89  -0.22
C  1.60  0.41  1.91  -0.19
C  2.13  0.04  0.50  -0.47
N  0.97  -0.46  -0.30  -0.22
O  1.33  -1.16  -1.49  -0.35
C  3.28  -1.10  0.72  -0.03
C  2.89  1.30  0.06  -0.05
C  -0.26  1.65  -1.18  -0.05
H  -1.56  -0.74  -1.85  0.07
H  -2.42  -0.26  -0.39  0.07
H  -1.40  -1.56  -0.39  0.07
H  -1.13  0.12  1.81  0.10
H  -1.54  1.61  1.12  0.10
H  0.27  1.78  2.90  0.10
H  0.75  2.41  1.50  0.09
H  1.18  -0.46  2.41  0.11
H  2.43  0.56  2.60  0.11
H  3.78  -1.26  -0.23  0.06
H  2.70  -1.95  1.09  0.06
H  3.87  -0.71  1.55  0.06
H  2.44  1.74  -0.83  0.06
H  3.90  1.16  -0.34  0.06
H  2.85  2.06  0.84  0.07
H  0.38  2.46  -0.83  0.06
H  -1.28  2.03  -1.14  0.06
H  -0.06  1.60  -2.25  0.07
O  -4.40  -4.29  -2.99  -0.05
H  -3.52  -4.04  -2.72  0.03
H  -4.26  -5.03  -3.59  0.03
O  -3.61  1.16  -5.37  -0.05
H  -2.94  0.48  -5.47  0.02
H  -4.35  0.71  -4.98  0.02
O  7.09  2.29  2.99  -0.06
H  7.07  2.81  2.19  0.03
H  7.58  1.50  2.75  0.03
O  -4.72  -2.45  3.34  -0.04
H  -4.31  -2.55  4.19  0.03
H  -5.50  -1.92  3.51  0.04
O  -5.72  2.82  1.04  -0.04
H  -6.08  2.75  1.92  0.03
H  -6.12  2.10  0.56  0.01
O  5.50  -1.76  6.18  -0.06
H  4.56  -1.63  6.25  0.02
H  5.60  -2.54  5.63  0.03
O  3.09  0.86  -4.41  -0.07
H  2.74  0.40  -3.65  0.00
H  2.47  1.58  -4.56  0.02
O  -1.44  -4.29  2.88  -0.04
H  -2.05  -3.55  2.84  0.01
H  -0.78  -4.03  3.53  0.03
O  -0.96  0.12  6.31  -0.04
H  -1.57  -0.62  6.33  0.03
H  -1.52  0.89  6.39  0.03
O  -6.24  -3.56  0.44  -0.05
H  -5.67  -3.77  -0.30  0.02
H  -5.63  -3.35  1.15  0.01
O  7.40  0.25  -3.25  -0.06
H  6.55  -0.14  -3.45  0.03
H  7.21  1.18  -3.13  0.02
O  1.61  5.42  -4.34  -0.04
H  0.70  5.70  -4.31  0.03
H  1.76  5.19  -5.26  0.03
O  -0.97  -4.89  -3.79  -0.05
H  -0.08  -4.58  -3.63  0.04
H  -0.98  -5.79  -3.44  0.03
O  4.51  6.12  -2.11  -0.06
H  5.19  5.46  -2.25  0.02
H  3.76  5.80  -2.62  0.01
O  -6.38  -1.53  -4.27  -0.05
H  -7.28  -1.84  -4.16  0.03
H  -5.86  -2.33  -4.35  0.01
O  -0.15  5.85  0.73  -0.05
H  0.36  5.11  1.07  0.02
H  -1.00  5.77  1.15  0.00
O  -5.19  4.10  -2.39  -0.05
H  -4.56  3.49  -2.78  0.03
H  -5.01  4.06  -1.45  0.01
O  4.65  -3.72  -3.77  -0.05
H  4.27  -4.60  -3.68  0.02
H  3.99  -3.14  -3.40  0.03
O  -0.59  -1.66  -5.67  -0.05
H  -0.91  -2.55  -5.56  0.01
H  -0.16  -1.45  -4.84  0.03
O  3.78  5.65  3.31  -0.05
H  4.38  4.93  3.50  0.02
H  4.30  6.27  2.80  0.03
O  -7.05  -0.09  -0.57  -0.05
H  -6.99  -1.04  -0.52  0.01
H  -6.87  0.11  -1.49  0.03
O  -3.33  5.28  2.38  -0.04
H  -3.89  4.70  1.86  0.01
H  -3.50  5.01  3.28  0.03
O  3.34  -6.66  2.43  -0.06
H  2.76  -6.41  1.71  0.01
H  3.69  -7.52  2.18  0.02
O  1.04  -4.93  -0.01  -0.06
H  1.61  -4.21  -0.27  0.02
H  0.37  -4.52  0.53  0.02
O  1.51  -2.41  7.04  -0.05
H  1.56  -2.30  7.99  0.03
H  1.13  -1.59  6.73  0.01

E_LUMO, eV: 1.10
Largest force on an atom, hartree/bohr: 0.0624
Energy relative to the best compared isomer or geometry (same formula, charge and spin), eV: 5.917
Charge: -1


No. 5
Density functional theory data (ωB97M-V/def2-TZVPD) for a molecular structure, C15H25MoN4O5Si in a non-equilibrium geometry.

Each line ends with the Löwdin charge.
Cartesian coordinates (Å):
Mo  0.14  -0.63  0.29  1.80
O  1.36  -4.18  5.06  0.22
C  1.19  -3.45  4.01  -0.22
C  2.20  -2.66  3.39  0.15
C  1.85  -1.87  2.32  -0.11
N  0.59  -1.83  1.84  -0.06
C  -0.37  -2.60  2.38  -0.11
C  -0.13  -3.42  3.46  0.17
C  -1.67  -2.36  1.62  -0.40
O  -2.73  -2.82  1.81  0.27
O  -1.36  -1.46  0.63  -0.25
C  2.69  -0.89  1.51  -0.40
O  3.82  -0.58  1.67  0.27
O  1.86  -0.38  0.55  -0.26
H  2.25  -4.21  5.45  0.18
H  3.22  -2.67  3.75  0.16
H  -0.91  -4.03  3.90  0.17
C  0.53  4.27  0.46  0.00
N  0.45  3.00  -0.24  -0.11
C  1.73  2.46  -0.64  -0.02
C  -0.68  2.29  -0.39  -0.33
N  -0.54  0.92  -0.55  -0.09
N  -1.91  2.80  -0.38  -0.11
C  -3.08  1.96  -0.20  0.00
C  -2.23  4.20  -0.64  0.00
H  1.40  4.26  1.11  0.12
H  -0.35  4.44  1.08  0.10
H  0.65  5.10  -0.24  0.12
H  2.36  3.28  -0.97  0.12
H  1.63  1.74  -1.47  0.09
H  2.26  1.98  0.20  0.09
H  -1.35  0.57  -1.09  0.07
H  -3.53  1.69  -1.16  0.12
H  -3.83  2.53  0.36  0.12
H  -2.86  1.06  0.38  0.09
H  -1.40  4.70  -1.12  0.10
H  -2.50  4.72  0.28  0.12
H  -3.09  4.23  -1.30  0.12
C  -0.86  -3.15  -2.22  -0.18
Si  0.17  -1.59  -2.56  0.79
C  2.06  -1.63  -2.57  -0.18
C  -0.67  -0.29  -3.66  -0.18
H  -1.22  -3.54  -3.17  0.06
H  -1.75  -2.97  -1.61  0.03
H  -0.29  -3.95  -1.76  0.05
H  2.42  -1.60  -3.60  0.06
H  2.46  -2.55  -2.14  0.05
H  2.54  -0.79  -2.05  0.02
H  -0.49  -0.54  -4.70  0.07
H  -0.29  0.72  -3.52  0.03
H  -1.76  -0.27  -3.56  0.05

E_LUMO, eV: -12.11
Largest force on an atom, hartree/bohr: 0.0636
Energy relative to the best compared isomer or geometry (same formula, charge and spin), eV: 1.271
Charge: +3


No. 6
Density functional theory data (ωB97M-V/def2-TZVPD) for C5H7FS in the gas phase in a non-equilibrium geometry.

Each line ends with the Löwdin charge.
Cartesian coordinates (Å):
C  0.42  -0.43  1.11  -0.40
C  1.10  -0.40  -0.23  -0.44
C  0.48  0.89  -0.82  -0.19
C  -1.01  0.60  -0.49  -0.19
C  -0.86  -0.75  0.32  -0.47
H  0.22  0.44  1.72  0.15
H  2.18  -0.61  -0.21  0.12
H  0.96  1.80  -0.39  0.12
H  0.61  0.90  -1.88  0.09
H  -1.64  0.52  -1.35  0.09
H  -1.47  1.35  0.21  0.12
H  -1.70  -1.09  0.89  0.11
F  0.69  -1.42  2.01  0.00
S  0.03  -1.80  -0.90  0.90

E_LUMO, eV: 0.85
SMILES string: F[C@H]1[C@@H]2CC[C@H]1S2
Largest force on an atom, hartree/bohr: 0.0558
Energy relative to the best compared isomer or geometry (same formula, charge and spin), eV: 0.773


no.,highest occupied orbital energy (eV)
1,-9.411
2,-9.455
3,-10.475
4,-2.372
5,-18.693
6,-8.789